A gas-phase ion, C4H11NO2 (charge +1) in a non-equilibrium geometry, computed with ωB97M-V/def2-TZVPD.

```
! wB97M-V def2-TZVPD RIJCOSX def2/J DEFGRID3
* xyz 1 2
H -0.737 1.832 -0.389
H -1.882 1.621 2.069
C 0.737 0.326 -0.202
H 1.272 1.255 -0.381
H -2.848 0.490 0.225
O -1.634 0.712 1.898
C 1.128 -0.840 -1.105
C -0.818 0.748 -0.454
H -0.995 0.534 -1.506
H -1.884 -0.831 0.715
H 0.703 -0.659 -2.102
C -1.838 0.247 0.567
H 0.239 -0.315 1.878
O 2.515 -0.932 -1.181
N 0.946 -0.113 1.167
H 0.544 -1.705 -0.735
H 2.749 -1.707 -1.714
H 1.804 -0.663 1.250
*
```

The gap between HOMO and LUMO (alpha / beta) is 0.4433 / 0.2553 hartree. The expectation value of S² is 0.754. For the energy above the lowest of the compared OMol25 structures with the same formula, charge and spin, the calculation gives 0.9678 eV. The HOMO energy (alpha / beta) is -15.014 / -14.994 eV. The LUMO energy (alpha / beta) is -3.0 / -8.0 eV. For the total energy, the calculation gives -363.8928 hartree.

2 unconnected molecules or ions with the total composition C4H11NO, computed with ωB97M-V/def2-TZVPD.

```
! wB97M-V def2-TZVPD RIJCOSX def2/J DEFGRID3
* xyz -1 2
O -0.250 -0.625 -4.986
C -0.567 -1.874 0.981
N -0.490 -0.791 1.983
C 0.607 0.148 1.733
H 0.426 -2.096 0.620
H 1.494 -0.466 1.550
H -1.211 -0.481 -4.919
C 0.412 1.061 0.561
H -1.166 -1.589 0.115
H -1.345 -0.257 1.864
H 0.080 0.292 -4.920
H 0.878 2.939 1.452
H 0.541 2.893 -0.384
H 0.083 0.563 -0.338
H -0.976 -2.754 1.462
H 0.819 0.671 2.669
C 0.666 2.367 0.558
*
```

The gap between HOMO and LUMO (alpha / beta) is 0.0947 / 0.3567 hartree. The expectation value of S² is 0.750. For the energy above the lowest of the compared OMol25 structures with the same formula, charge and spin, the calculation gives 0.9366 eV. The HOMO energy (alpha / beta) is 1.164 / -6.061 eV. The LUMO energy (alpha / beta) is 3.7 / 3.6 eV. For the total energy, the calculation gives -288.9076 hartree.

2 unconnected molecules or ions with the total composition C5H15NO2 in a non-equilibrium geometry, computed with ωB97M-V/def2-TZVPD.

```
! wB97M-V def2-TZVPD RIJCOSX def2/J DEFGRID3
* xyz 0 1
O -1.163 -3.315 0.097
C 2.117 -0.438 -1.195
H -0.624 -0.033 -1.073
C -0.948 -0.034 1.028
H 1.814 0.204 -2.013
H 0.210 2.323 0.674
H -1.101 -1.085 1.322
H -2.960 0.414 1.794
H -0.466 0.308 1.953
H -2.174 1.747 1.060
H 3.465 0.844 -0.574
C 0.211 1.767 -0.276
C -0.064 0.267 -0.167
H -2.805 0.521 0.008
N 1.144 -0.550 -0.123
H -1.821 -2.849 -0.442
H 1.116 2.046 -0.815
C -2.301 0.662 0.966
H -0.658 2.186 -0.804
H -0.368 -2.805 -0.023
H 2.324 -1.473 -1.532
O 3.395 -0.116 -0.608
H 1.657 -0.594 0.744
*
```

The gap between HOMO and LUMO is 0.3569 hartree. For the energy above the lowest of the compared OMol25 structures with the same formula, charge and spin, the calculation gives 1.1985 eV. Its SMILES is CC[C@@H](C)NCO.O. The HOMO energy is -8.931 eV. The LUMO energy is 0.8 eV. For the total energy, the calculation gives -404.7110 hartree.

A molecular structure, CH6N2O3 in a non-equilibrium geometry, computed with ωB97M-V/def2-TZVPD.

```
! wB97M-V def2-TZVPD RIJCOSX def2/J DEFGRID3
* xyz 0 1
O 1.545 0.056 1.139
H -2.682 -0.738 0.646
H 0.995 -0.773 0.917
O -0.276 -1.416 -0.089
H 0.034 0.783 -0.149
N 1.338 0.942 0.141
N -1.037 0.011 -0.339
C -2.084 0.126 0.382
H -2.372 1.102 0.748
O 1.899 0.340 -1.025
H 2.371 1.055 -1.476
H 0.269 -1.488 -0.895
*
```

The gap between HOMO and LUMO (alpha / beta) is 0.2565 / 0.2564 hartree. For the energy above the lowest of the compared OMol25 structures with the same formula, charge and spin, the calculation gives 6.5220 eV. The HOMO energy (alpha / beta) is -7.829 / -7.828 eV. The LUMO energy (alpha / beta) is -0.8 / -0.9 eV. For the total energy, the calculation gives -376.6656 hartree.

A molecular structure, C33H27CsI2N10O2 in a non-equilibrium geometry, computed with ωB97M-V/def2-TZVPD.

```
! wB97M-V def2-TZVPD RIJCOSX def2/J DEFGRID3
* xyz 0 1
H 16.455 23.272 4.962
N 10.836 9.601 11.218
N 15.883 15.775 8.586
C 14.910 10.388 8.515
H 12.932 11.072 8.151
H 5.893 13.627 10.832
C 17.991 16.784 7.791
C 14.328 13.186 6.824
H 19.494 20.572 6.325
H 17.986 15.915 7.201
H 7.544 11.815 11.423
C 15.779 9.677 9.307
C 16.083 21.225 4.559
H 11.438 18.128 10.130
N 14.466 11.914 6.551
H 17.979 17.494 4.848
C 16.848 22.260 5.066
C 7.688 12.490 10.591
H 17.936 17.708 10.322
O 15.680 18.838 4.579
H 11.732 15.439 7.077
C 17.026 16.458 8.925
C 15.077 15.430 9.567
H 16.325 11.449 7.271
C 11.324 16.051 7.845
C 15.369 10.939 7.147
H 18.950 16.986 8.177
N 10.026 16.136 8.201
C 13.937 9.224 10.817
N 9.640 10.328 11.133
H 8.069 16.105 7.506
C 15.310 9.138 10.472
C 13.055 10.000 10.054
H 16.825 9.658 8.998
C 15.253 15.801 10.889
H 6.491 15.322 9.154
C 18.533 20.746 5.836
C 16.463 19.796 4.786
N 13.369 13.697 6.039
H 16.498 16.998 12.171
C 7.164 14.469 9.360
N 13.560 11.500 5.636
H 19.270 18.237 5.799
C 8.878 15.443 7.658
C 8.872 12.296 9.868
H 14.190 14.844 9.302
H 12.100 12.649 4.710
O 11.069 11.239 9.764
C 12.886 12.600 5.391
C 17.156 16.987 10.151
C 18.049 22.029 5.700
N 17.415 17.804 6.879
H 15.532 10.132 6.374
C 8.390 14.358 8.679
C 11.108 17.437 9.395
C 9.213 13.235 8.944
H 9.170 14.984 6.732
H 17.305 18.643 7.440
N 12.047 16.921 8.536
C 18.167 18.213 5.653
Cs 14.284 16.840 5.988
N 9.873 17.056 9.160
I 14.189 21.623 3.613
H 14.633 15.458 11.761
C 6.843 13.553 10.313
C 16.307 16.595 11.167
I 19.229 23.657 6.357
H 15.017 13.712 7.466
C 9.766 11.267 10.271
C 17.776 19.640 5.329
H 13.638 8.777 11.762
C 11.644 10.207 10.421
H 10.224 13.138 8.447
C 13.568 10.554 8.883
H 15.945 8.584 11.142
*
```

The gap between HOMO and LUMO is 0.2172 hartree. For the energy above the lowest of the compared OMol25 structures with the same formula, charge and spin, the calculation gives 0.0000 eV. The HOMO energy is -6.387 eV. The LUMO energy is -0.5 eV. For the total energy, the calculation gives -2587.2840 hartree.

C15H23ClN4O4S in the gas phase, computed with ωB97M-V/def2-TZVPD.

```
! wB97M-V def2-TZVPD RIJCOSX def2/J DEFGRID3
* xyz 0 1
N 0.054 -2.139 2.507
H -2.310 2.862 1.124
H -4.588 -0.937 1.256
H -1.251 -0.929 3.602
C -0.621 -1.808 3.742
H 0.583 2.363 -2.817
H 2.699 1.969 -5.473
C -3.646 -0.411 1.399
C -0.341 1.561 1.980
H 3.571 -1.381 1.108
C -1.291 1.199 -1.116
H 0.588 1.051 -0.329
N 0.051 1.162 -1.175
H 0.014 2.383 1.351
O -1.999 1.422 -2.088
C 2.805 -1.516 0.345
C 2.218 1.047 -2.429
H -1.228 -2.649 4.068
Cl -1.900 -3.681 1.519
O 2.409 0.839 0.366
C 2.745 0.889 -3.845
H 0.521 1.108 2.466
C 0.715 1.345 -2.446
C -1.921 0.887 0.252
H 0.467 -3.253 -0.513
N 1.250 -1.597 2.233
C -2.843 -0.321 0.108
O -0.946 0.525 1.219
H 2.618 -1.013 -2.142
S -3.984 1.310 1.911
C 1.540 -1.979 0.999
H 2.730 1.897 -1.973
N 2.640 -0.125 -1.665
H -3.389 2.372 -0.189
H 2.272 0.013 -4.312
H -3.493 -0.148 -0.748
H 3.154 -2.257 -0.376
C 0.521 -2.780 0.452
H -2.256 -1.224 -0.069
O 2.433 2.071 -4.555
C -0.408 -2.848 1.461
H -1.034 1.951 2.731
H 0.218 0.696 -3.176
H 0.144 -1.594 4.483
C 2.588 -0.162 -0.307
H -3.079 -0.911 2.181
C -2.845 2.023 0.685
H 3.826 0.719 -3.805
*
```

The gap between HOMO and LUMO is 0.3243 hartree. For the energy above the lowest of the compared OMol25 structures with the same formula, charge and spin, the calculation gives 0.4440 eV. Its SMILES is CO[C@@]1(C(=O)NC[C@H](CO)NC(=O)Cc2cc(Cl)n(C)n2)CCSC1. The HOMO energy is -8.362 eV. The LUMO energy is 0.5 eV. For the total energy, the calculation gives -1963.7753 hartree.